Entry from the Open Molecules 2025 dataset: a molecular structure, C13H16Br3F9O6 (ωB97M-V with the def2-TZVPD basis set).

The total charge is 0. The value obtained for the LUMO energy is -0.1111 eV. As for the energy relative to the best compared isomer or geometry (same formula, charge and spin): 13.2 kcal/mol. For the HOMO energy, the calculation gives -0.384 Eh.

Cartesian coordinates (Å):
1 C -4.15307 -0.97092 2.85369
2 C -3.23912 -1.05762 1.63567
3 O -2.06116 -0.16115 1.81501
4 C -0.94507 -0.77395 2.05711
5 O -0.78803 -1.95181 2.39638
6 C 0.34664 0.17925 2.03899
7 F 0.49290 0.89418 3.14426
8 F 1.47546 -0.53257 1.84667
9 F 0.23771 1.02055 0.97567
10 H -5.14162 -1.42251 2.63015
11 H -4.29524 0.08171 3.08515
12 H -3.83719 -1.44212 3.72815
13 H -3.69229 -0.63155 0.68570
14 H -2.89059 -2.02047 1.24496
15 C -3.43086 -4.13459 -1.48545
16 C -2.62366 -3.59289 -2.69670
17 O -1.23125 -3.27147 -2.39236
18 C -1.05787 -2.09178 -1.78713
19 O -1.95611 -1.38442 -1.35286
20 C 0.40829 -1.67521 -1.85174
21 F 0.61870 -0.94036 -0.77640
22 F 1.26876 -2.66729 -1.89207
23 F 0.51649 -0.99997 -2.98997
24 H -2.93512 -4.99564 -1.08572
25 H -4.36874 -4.51258 -1.91812
26 H -3.68444 -3.37382 -0.67996
27 H -3.14498 -2.66068 -2.90039
28 H -2.59375 -4.37686 -3.41773
29 C 2.69411 2.89835 -0.97458
30 C 3.47946 2.55446 0.23165
31 O 4.84915 2.30385 -0.21038
32 C 5.91096 2.58038 0.50585
33 O 5.98414 2.99389 1.63484
34 C 7.28235 2.32504 -0.19701
35 F 7.14510 2.33429 -1.52268
36 F 8.19724 3.18040 0.18310
37 F 7.72355 1.11206 0.22337
38 H 1.71696 3.19934 -0.55449
39 H 2.63832 2.04588 -1.64358
40 H 3.13095 3.77435 -1.45386
41 H 3.18751 1.65866 0.79118
42 H 3.47565 3.28267 1.02271
43 C -2.93456 2.57016 -0.15917
44 Br -2.77719 2.77460 -2.09873
45 Br -4.68683 2.63574 0.53587
46 Br -1.72146 3.65173 0.84408
47 H -2.59021 1.59070 -0.06911

How is the electron density shared among the atoms? According to Löwdin, the charges in e are:
1. C -0.042
2. C -0.164
3. O 0.013
4. C -0.381
5. O 0.120
6. C -0.513
7. F 0.180
8. F 0.146
9. F 0.084
10. H 0.096
11. H 0.075
12. H 0.055
13. H 0.123
14. H 0.106
15. C -0.059
16. C -0.158
17. O 0.040
18. C -0.353
19. O 0.124
20. C -0.589
21. F 0.181
22. F 0.206
23. F 0.191
24. H 0.066
25. H 0.081
26. H 0.084
27. H 0.120
28. H 0.117
29. C -0.051
30. C -0.194
31. O 0.037
32. C -0.397
33. O 0.154
34. C -0.557
35. F 0.167
36. F 0.193
37. F 0.143
38. H 0.084
39. H 0.085
40. H 0.090
41. H 0.126
42. H 0.120
43. C -1.662
44. Br 0.573
45. Br 0.627
46. Br 0.620
47. H -0.106